Entry 1:
96
Properties=species:S:1:pos:R:3:forces:R:3:mulliken_charge:R:1 method="wB97M-V/def2-TZVPD" multiplicity=3 total_charge=+2 orbital_gap_ev="5.3 / 4.2" s_squared=2.0477
P 1.555406 1.099244 -4.740571 0.170 -0.255 0.499 1.535
C 3.275186 1.539661 -4.844375 -0.103 -0.018 0.069 0.775
C 4.052199 0.886159 -5.814302 -0.082 0.429 0.316 -0.099
H 3.615058 0.071408 -6.386065 0.217 0.188 -0.056 0.412
C 5.347010 1.331587 -6.028507 0.147 0.056 0.068 -0.705
H 5.936388 0.859895 -6.808761 0.060 0.124 0.169 0.444
C 5.863297 2.385162 -5.266327 -0.261 0.002 -0.004 -0.492
H 6.872388 2.745755 -5.464915 -0.261 -0.106 0.097 0.416
C 5.093859 2.992127 -4.261066 -0.047 -0.049 0.027 -0.682
H 5.501835 3.812850 -3.671902 -0.012 -0.273 -0.141 0.431
C 3.793026 2.562899 -4.018254 -0.014 -0.423 -0.640 -0.651
H 3.172546 2.987399 -3.225604 0.285 0.038 -0.257 0.390
C 1.196381 -0.495742 -5.449111 -0.185 -0.165 -0.201 0.091
C 1.881647 -1.632713 -4.967965 -0.499 0.163 -0.321 -0.606
H 2.752711 -1.505473 -4.327738 -0.193 -0.075 -0.102 0.908
C 1.431381 -2.897405 -5.338122 0.119 -0.078 -0.080 -0.870
H 1.966579 -3.781990 -4.977984 -0.250 0.312 -0.152 0.482
C 0.331211 -3.039782 -6.199531 0.102 0.252 0.026 -0.655
H -0.000232 -4.037085 -6.504732 0.133 0.390 0.138 0.495
C -0.308082 -1.902960 -6.710654 -0.034 -0.202 -0.109 -0.714
H -1.127455 -2.003589 -7.426270 0.257 -0.032 0.252 0.462
C 0.113854 -0.630317 -6.338927 0.420 -0.240 0.355 -0.545
H -0.359151 0.260576 -6.737332 -0.083 -0.112 0.006 0.479
C 0.444698 2.383931 -5.341470 -0.048 0.058 0.198 0.142
C 0.805616 3.008867 -6.540525 -0.231 -0.161 0.300 -0.683
H 1.741605 2.737271 -7.010401 -0.001 0.086 -0.164 0.544
C -0.049129 3.939611 -7.109224 -0.422 0.221 0.077 -0.720
H 0.205171 4.378594 -8.068271 -0.036 0.046 0.150 0.443
C -1.241007 4.293960 -6.462328 -0.070 -0.226 0.123 -0.680
H -1.926603 5.016451 -6.922738 0.397 -0.305 0.232 0.405
C -1.579138 3.703700 -5.232113 0.022 -0.014 -0.174 -0.797
H -2.506693 3.969101 -4.712784 0.397 0.007 -0.277 0.471
C -0.741515 2.743188 -4.669057 0.370 0.028 -0.354 0.813
H -0.978448 2.291631 -3.706546 -0.015 0.201 -0.341 -0.289
Mo 0.280150 0.164589 -0.625226 -0.787 -0.645 0.822 -2.490
C -1.320217 -1.162627 -0.788235 -1.321 -1.000 -0.451 -0.164
C -1.934746 -1.412896 -1.982156 -0.472 -0.258 0.807 -0.579
H -1.686455 -1.699431 0.100004 0.220 0.143 -0.135 0.391
C -1.451298 -0.589975 -3.162888 -1.697 -0.209 -0.644 2.754
O -2.606674 0.083068 -3.769277 1.195 -0.235 -0.089 -0.719
H -2.265170 0.650159 -4.487989 -0.252 -0.321 0.276 0.298
C -0.509079 0.358918 -2.558234 3.573 -1.407 2.132 0.236
H -0.945745 -1.252417 -3.923428 -0.165 0.804 0.534 -1.015
C 0.782508 0.767286 -2.378762 -1.369 4.649 -2.634 0.558
Cl 2.184238 1.451283 0.147615 -0.070 -0.031 -0.021 -0.410
P -1.217115 1.891887 0.110828 -1.429 0.937 1.357 1.344
P 1.582987 -1.826436 -0.201010 0.760 -1.273 1.552 1.318
C -0.697608 2.933374 1.506747 -0.008 -0.090 0.029 -1.054
H 0.366927 3.148520 1.398904 -0.095 0.032 0.100 0.330
H -0.868676 2.407799 2.454710 0.098 0.117 -0.322 0.169
H -1.274451 3.866758 1.482005 0.101 -0.230 0.061 0.505
C -1.655506 3.133306 -1.155962 0.164 0.107 -0.153 -1.383
H -2.316445 2.688887 -1.908303 0.088 0.036 0.097 0.212
H -0.750599 3.513950 -1.647041 -0.208 0.023 0.126 0.340
H -2.172392 3.968857 -0.661814 0.116 -0.249 -0.207 0.661
C -2.838860 1.195674 0.563866 -0.135 0.055 -0.004 -1.349
H -2.672742 0.307260 1.184350 0.037 0.272 0.008 0.174
H -3.372537 0.905090 -0.349017 0.093 0.103 0.124 0.276
H -3.429648 1.947336 1.109095 0.159 -0.255 -0.133 0.523
C 2.368009 -1.832655 1.440654 0.033 -0.053 -0.067 -1.364
H 1.603780 -2.092070 2.182637 0.169 0.150 -0.265 0.179
H 2.735541 -0.825559 1.649312 -0.007 -0.172 0.054 0.431
H 3.195487 -2.557357 1.458584 -0.230 0.168 -0.048 0.553
C 0.749581 -3.441603 -0.252483 -0.108 -0.126 -0.224 -1.309
H 0.318515 -3.598481 -1.249425 0.070 -0.053 0.180 0.200
H -0.058261 -3.453201 0.492187 0.285 0.030 -0.127 0.280
H 1.467486 -4.245892 -0.033339 -0.216 0.251 -0.036 0.549
C 2.952513 -1.963610 -1.377503 0.170 -0.081 -0.130 -1.109
H 3.474828 -1.001373 -1.436376 -0.051 -0.205 0.028 0.331
H 2.558525 -2.230888 -2.362583 0.122 -0.001 0.156 -0.051
H 3.641269 -2.745544 -1.021666 -0.173 0.254 -0.214 0.639
P -3.321308 -2.590342 -2.173623 1.165 1.184 -0.312 1.370
C -3.612966 -3.412986 -0.627175 -0.060 -0.278 0.273 -1.239
C -2.830543 -3.768210 -3.443632 -0.172 -0.259 0.024 -1.278
H -3.818943 -2.682264 0.162248 0.008 -0.101 -0.166 0.419
H -2.745172 -4.016512 -0.341369 -0.137 0.108 -0.056 0.373
H -4.480723 -4.067672 -0.746529 0.056 0.024 0.079 0.442
H -2.484911 -3.237336 -4.347135 -0.229 -0.196 0.354 0.289
H -3.706203 -4.395486 -3.677259 0.424 0.101 -0.088 0.494
H -2.012385 -4.394361 -3.050329 -0.324 0.206 -0.189 0.388
C -4.792041 -1.710975 -2.704532 -0.320 -0.169 -0.079 -1.278
H -5.197927 -1.143028 -1.855816 0.082 -0.177 -0.219 0.435
H -5.538621 -2.443369 -3.059221 0.211 0.382 0.150 0.490
H -4.513099 -1.007923 -3.500650 -0.156 -0.327 0.221 0.294
H 1.105530 1.882782 -2.413378 0.375 -1.861 -0.210 0.181
C -1.706347 0.217786 3.985842 0.199 -0.500 0.521 -1.334
C -0.311098 -0.014340 3.398352 0.611 1.464 0.110 0.715
C 0.582637 -0.853409 4.317945 -0.573 -0.089 0.212 -1.654
O -0.373820 -0.488252 2.116181 -0.216 -0.697 -2.735 -0.478
H -2.209044 -0.750219 4.117286 -0.031 0.185 -0.029 0.383
H -2.320239 0.844623 3.343020 -0.008 0.039 -0.116 0.240
H -1.637377 0.707240 4.966173 -0.063 -0.125 -0.136 0.391
H 0.164572 0.989677 3.365276 0.100 -0.051 0.298 0.024
H 0.186765 -1.876650 4.383387 0.111 0.118 0.021 0.333
H 1.606649 -0.888560 3.957638 0.056 0.040 -0.064 0.357
H 0.600692 -0.423676 5.326889 -0.012 -0.125 -0.134 0.442

---

Entry 2:
27
Properties=species:S:1:pos:R:3:forces:R:3:mulliken_charge:R:1 method="wB97M-V/def2-TZVPD" multiplicity=1 relative_energy_kj_mol=269.4 total_charge=0 orbital_gap_ev=8.7
N -2.866497 -1.688540 -0.603357 -1.348 -1.344 -0.514 -0.680
C -2.118811 -0.656489 -0.000188 1.988 -1.931 2.613 0.817
C -1.250184 -0.130686 -1.129964 -3.345 -0.662 -2.506 -1.055
C -0.126950 0.601023 -0.733044 5.555 2.699 2.021 0.324
C 0.126676 1.978632 -0.704149 3.166 -2.807 1.685 -1.034
N 1.493716 2.212570 -0.160455 0.653 0.904 -0.089 -0.114
C 2.099204 1.029055 0.036753 -1.898 -4.453 0.215 -0.173
C 3.408996 0.707227 0.393884 0.541 1.083 1.408 -0.571
C 3.766245 -0.623325 0.713990 -1.853 0.993 -0.862 -0.521
C 2.734905 -1.607128 0.575788 1.157 1.572 -1.337 -0.788
C 1.525591 -1.429414 -0.073792 -1.242 1.102 0.624 -0.155
C 1.131206 -0.079625 -0.173011 -0.402 2.555 -1.880 0.621
C -3.038921 0.349406 0.716416 3.030 -0.354 0.570 0.196
O -3.739698 1.061859 0.104869 -2.370 1.599 -1.765 -0.540
O -2.890410 0.510546 2.047098 -0.991 0.755 0.298 -0.485
H -3.232686 -1.316106 -1.472994 -0.612 -0.442 0.145 0.222
H -3.587613 -2.110784 -0.010154 0.259 0.396 -0.533 0.269
H -1.407179 -1.184880 0.754102 -1.153 1.200 -0.813 0.268
H -1.002807 -0.981658 -1.835071 0.016 0.521 1.234 0.442
H -1.964267 0.437613 -1.780258 0.576 0.156 0.450 0.439
H -0.379068 2.767559 -1.129103 -1.198 1.572 -0.494 0.494
H 2.199654 2.961158 0.201443 -3.033 -0.670 -1.477 0.303
H 4.019653 1.616474 0.668600 0.046 -1.312 -0.631 0.151
H 4.814085 -0.873116 0.916862 -0.697 -0.024 0.370 0.364
H 2.964208 -2.560497 0.832544 0.965 -2.867 0.604 0.481
H 0.835081 -2.275024 -0.401737 1.065 1.184 0.814 0.357
H -3.514132 1.284143 2.244928 1.122 -1.424 -0.151 0.366

---

Entry 3:
93
Properties=species:S:1:pos:R:3:forces:R:3:mulliken_charge:R:1 method="wB97M-V/def2-TZVPD" multiplicity=1 relative_energy_kj_mol=0.0 total_charge=0 orbital_gap_ev=8.1
C 6.643941 0.008562 -0.402724 -0.334 -0.104 -0.107 -1.053
C 5.488224 -0.954351 -0.683504 0.077 -0.018 0.434 -0.246
N 4.757276 -1.316238 0.558590 -0.242 0.364 0.009 -0.224
C 3.436142 -0.753958 0.580662 -0.107 0.043 0.043 -0.759
C 3.278644 0.553042 1.041886 -0.359 -0.157 0.044 -0.269
C 2.018838 1.120135 1.081254 0.182 -0.196 0.038 -1.044
C 0.905143 0.401985 0.641100 0.063 0.108 0.145 1.521
C 1.032240 -0.890706 0.124816 0.652 -0.086 0.077 -0.027
C -0.189574 -1.612345 -0.391205 -0.021 0.135 -0.090 -0.456
C -0.946461 -0.865581 -1.509048 -0.155 0.076 -0.053 -1.408
C -2.412118 -0.654998 -1.193447 -0.026 -0.364 0.264 -0.036
O -3.071157 -0.193419 -2.386773 0.013 0.370 -0.105 -0.393
C -3.723899 1.000118 -2.250038 -0.361 -1.213 0.465 0.711
C -4.995704 0.932392 -1.468003 -0.153 0.357 0.047 -0.946
O -3.304498 1.989110 -2.765613 0.187 0.495 -0.935 -0.730
C 2.329541 -1.486081 0.110388 -0.243 0.364 -0.222 0.155
P 2.755107 -3.168264 -0.545102 -0.035 -0.031 0.064 0.021
C 1.645869 -4.226483 0.487892 0.463 0.129 -0.034 -0.831
O 1.958185 -3.202862 -2.023056 -0.001 0.114 -0.040 -0.556
S -0.680590 1.197829 0.826967 0.251 0.003 0.287 0.060
C -0.187890 2.813382 0.323362 0.227 0.122 0.017 1.110
C -1.023693 3.612463 -0.453963 -0.137 0.034 -0.041 -0.318
O -2.295823 3.162836 -0.729554 0.649 0.344 0.657 -0.338
C -0.571009 4.862774 -0.870929 0.264 0.037 0.074 -0.429
C 0.711070 5.297271 -0.533280 -0.030 -0.452 0.175 -0.767
C 1.540323 4.497991 0.253862 -0.265 -0.076 -0.051 -0.649
C 1.075661 3.270158 0.705929 -0.174 0.172 -0.128 -0.125
N 1.890739 2.461720 1.570357 -0.190 0.088 -0.069 -0.235
H 7.522279 -0.527324 -0.048483 0.078 0.057 0.094 0.327
H 6.332877 0.743355 0.340194 0.119 0.119 0.020 0.214
H 6.900843 0.558483 -1.307434 0.177 -0.065 -0.063 0.339
H 5.855532 -1.873004 -1.138393 -0.063 0.003 -0.239 0.436
H 4.781024 -0.466612 -1.353098 -0.017 -0.136 -0.190 0.208
H 5.246492 -0.901216 1.342424 0.127 -0.107 -0.010 0.512
H 4.116637 1.148402 1.383767 0.070 0.002 -0.052 0.322
H -0.844222 -1.844905 0.450421 -0.054 0.102 0.060 0.182
H 0.115373 -2.557321 -0.805051 0.021 -0.347 0.117 0.117
H -0.507250 0.112046 -1.707560 0.080 0.009 -0.071 0.227
H -0.907861 -1.436472 -2.438729 0.104 -0.016 -0.046 0.620
H -2.874690 -1.584535 -0.852531 -0.070 -0.075 -0.179 0.302
H -2.510379 0.069345 -0.384912 -0.130 -0.023 -0.171 0.198
H -5.466324 1.904004 -1.471651 -0.138 0.174 0.064 0.374
H -4.812388 0.654958 -0.430820 0.111 -0.131 -0.007 0.299
H -5.683555 0.209032 -1.902046 0.113 -0.159 -0.043 0.389
H 0.676943 -4.406070 0.035388 -0.115 -0.028 0.039 0.072
H 1.522257 -3.776135 1.471908 -0.128 0.008 0.041 0.309
H 2.166883 -5.171574 0.624627 -0.178 -0.158 0.026 0.386
H 1.562475 -2.355288 -2.249523 -0.036 -0.025 -0.030 0.369
H -2.402411 2.961505 -1.667408 -0.118 0.111 -0.235 0.345
H -1.220035 5.495656 -1.461503 -0.075 -0.060 -0.013 0.502
H 1.072844 6.258164 -0.870860 -0.080 0.057 -0.052 0.387
H 2.538348 4.798629 0.541254 0.011 0.094 0.003 0.611
H 1.435210 2.436211 2.481112 0.083 -0.015 0.042 0.329
C -0.466669 -0.420436 4.695248 0.018 0.048 0.077 -0.814
S -1.072434 -2.010818 4.123478 0.060 0.050 -0.018 0.375
O -1.277911 -1.864029 2.658511 -0.058 -0.025 -0.116 -0.528
C -2.697195 -1.887436 4.878124 -0.048 0.019 0.052 -1.031
H 0.530516 -0.287712 4.279477 0.004 -0.020 -0.024 0.183
H -1.127345 0.366849 4.332167 -0.005 -0.023 -0.038 0.241
H -0.416444 -0.420463 5.784262 0.016 0.005 0.000 0.469
H -3.197431 -0.991911 4.509810 0.024 0.001 -0.023 0.281
H -2.591059 -1.856153 5.962479 -0.006 -0.010 0.002 0.411
H -3.257554 -2.773840 4.588905 0.015 -0.011 -0.011 0.323
C -9.481169 3.929423 -1.800632 -0.047 0.028 -0.044 -0.932
S -8.939053 2.831261 -0.487021 0.005 0.014 0.013 0.400
O -7.456433 2.774997 -0.568186 -0.024 -0.006 0.011 -0.523
C -9.550550 1.318095 -1.239033 -0.045 -0.037 -0.031 -0.926
H -9.147498 4.932344 -1.543989 0.011 -0.003 0.017 0.311
H -9.027744 3.616402 -2.740776 0.020 -0.014 0.015 0.297
H -10.568968 3.907805 -1.866110 0.001 0.012 0.003 0.374
H -9.093644 1.194209 -2.220729 0.019 0.020 0.007 0.285
H -10.636503 1.365423 -1.319302 0.000 -0.010 0.007 0.385
H -9.265882 0.493328 -0.589271 0.009 0.010 0.015 0.310
C -1.747188 -7.794864 -0.689178 -0.047 -0.009 -0.054 -0.875
S -0.229747 -8.038724 0.243022 0.033 0.024 -0.030 0.432
O -0.138553 -6.912536 1.206173 -0.039 -0.014 0.057 -0.540
C 0.885233 -7.645974 -1.111485 0.016 -0.005 -0.062 -0.819
H -2.578289 -7.945023 -0.003539 0.009 -0.002 0.017 0.320
H -1.767421 -6.778323 -1.081856 0.023 0.006 0.022 0.242
H -1.798997 -8.524603 -1.497249 -0.008 -0.004 0.004 0.359
H 0.675310 -6.639997 -1.474976 -0.006 0.004 0.022 0.170
H 0.762029 -8.380636 -1.907293 0.011 -0.005 0.003 0.404
H 1.900149 -7.692721 -0.722307 -0.001 -0.004 0.017 0.305
C 7.767508 5.148319 0.509743 0.060 0.022 0.004 -1.043
S 6.114011 4.513675 0.208068 -0.080 -0.049 0.014 0.543
O 5.929574 3.348022 1.111549 0.044 -0.043 0.008 -0.571
C 6.464347 3.848555 -1.423205 0.005 -0.001 -0.068 -0.913
H 7.777454 5.569854 1.512440 -0.016 -0.005 0.007 0.325
H 8.484273 4.330156 0.442171 -0.021 -0.018 0.007 0.312
H 7.995339 5.925643 -0.219539 -0.004 0.009 0.008 0.379
H 7.276077 3.125188 -1.348844 -0.007 -0.002 0.029 0.233
H 6.729650 4.662605 -2.097744 -0.015 -0.001 -0.007 0.433
H 5.558784 3.358220 -1.775282 -0.012 -0.001 0.017 0.301

---

Number 1: largest force on an atom 5.5 eV Å⁻¹. Number 2: largest force on an atom 6.5 eV Å⁻¹. Number 3: largest force on an atom 1.3 eV Å⁻¹.